79
Properties=species:S:1:pos:R:3:lowdin_charge:R:1 method="wB97M-V/def2-TZVPD" gap_ev="5.925 / 6.361" energy_ev=-75334.976 multiplicity=2 largest_force_ev_per_a=0.94 charge=+1
P 0.4895 1.4886 1.6136 0.861
H -1.5706 -2.4464 2.9146 0.062
C -3.8562 1.1215 -0.2003 -0.095
H -1.6849 -2.5171 1.1410 0.030
H -4.5444 3.8041 -2.4854 0.082
C 1.3074 -0.3771 5.6920 -0.042
H 1.5993 3.2013 0.3111 0.047
N 1.7530 1.9376 -3.6040 -0.027
H -2.5092 -3.5460 -2.1855 0.102
H -1.0554 2.9464 2.6453 0.063
H -4.2522 0.1029 -0.1852 0.082
N 2.9261 0.2198 0.6573 -0.182
C -1.3710 -1.9063 1.9883 -0.228
H 0.5935 -6.4674 -1.8911 0.122
H -0.7727 2.6435 -1.8443 0.020
C 1.5815 2.9183 1.3636 -0.214
H -1.0477 4.1700 -3.5567 0.097
H 4.4471 -4.0725 -0.6230 0.118
C 2.5088 -4.7967 -1.1213 -0.006
C 0.9814 -1.1671 4.6004 -0.058
H -1.8681 1.4655 2.1292 0.041
N -2.7456 2.9490 -3.1629 -0.172
C 2.9539 -2.5345 -0.4509 -0.107
C -1.1481 2.2254 1.8301 -0.228
Tc 1.0991 -0.1927 -0.1721 0.935
H 0.8694 -3.5585 3.0874 0.053
C -2.5999 2.2117 -2.0049 -0.496
C 0.8627 0.7986 3.2313 -0.402
H -4.5688 1.3911 -3.4740 0.091
H 4.7575 2.1887 -1.2095 0.165
H -1.8613 3.4749 -4.9638 0.097
C 0.2336 -5.4553 -1.7559 -0.013
H 0.9222 -2.2396 4.7246 0.103
H 2.8280 -5.8171 -1.2930 0.125
H -1.4681 2.7121 0.9117 0.023
C 3.3983 -3.8381 -0.7459 -0.046
N 3.3898 -0.3223 1.8227 -0.041
C -3.8109 3.9353 -3.2745 -0.052
H -3.3940 4.9436 -3.1834 0.094
H 0.9790 -3.7970 1.3451 0.046
H -5.0851 0.1786 -2.2968 0.088
C 1.4062 1.0016 5.5572 -0.045
H -2.8776 1.1134 0.2666 0.010
H -0.8649 2.4385 -3.9419 0.057
N 1.0562 1.1787 -2.8740 -0.102
C -1.4977 -3.8097 -1.9036 -0.130
C -1.5601 3.2763 -3.9356 -0.062
C 0.7119 -3.1317 -1.1175 -0.274
N 4.5825 0.0863 2.0057 -0.026
H -1.9524 -0.9838 1.9864 0.032
C -4.8427 1.2352 -2.4358 -0.055
H -4.3150 3.8599 -4.2402 0.095
P 0.4014 -1.5226 1.8546 0.845
H 2.2899 -2.9528 2.1963 0.059
H 1.2528 2.6707 4.2271 0.112
H -5.7447 1.8157 -2.2198 0.093
H -4.5330 1.7532 0.3857 0.100
N 3.9170 1.6908 -0.9545 0.176
N -1.4650 2.0625 -1.3840 0.013
C -0.6241 -2.8424 -1.4761 -0.613
N 4.9870 0.9060 1.0084 0.075
C 2.9109 1.6472 -1.8682 -0.444
H 2.5887 2.6704 1.6949 0.051
I -1.1605 -0.8356 -1.5587 1.317
N 1.7485 0.9401 -1.6992 -0.150
C 0.7650 -0.5793 3.3587 -0.386
H 1.2102 3.7648 1.9423 0.059
C 1.1724 1.5950 4.3277 -0.063
H 3.6928 -1.8498 -0.0674 0.082
H -1.7654 -5.9006 -2.3517 0.115
N -3.7382 1.5854 -1.5618 -0.175
C -1.0705 -5.1421 -2.0187 -0.056
H 1.4952 -0.8395 6.6517 0.117
C 1.2149 -3.1132 2.1548 -0.207
H 1.6711 1.6128 6.4092 0.117
C 1.6378 -2.1461 -0.6070 -0.314
C 3.9491 0.9643 0.2004 -0.468
N 2.9379 2.2720 -3.0137 0.077
C 1.1456 -4.4683 -1.3230 -0.171

---

79
Properties=species:S:1:pos:R:3:lowdin_charge:R:1 method="wB97M-V/def2-TZVPD" gap_ev=8.637 energy_ev=-84243.634 multiplicity=1 largest_force_ev_per_a=0.56 charge=+1
H 1.2957 4.6905 0.1531 0.035
H 0.2973 4.9707 5.0566 0.109
O -2.1416 0.0349 -1.1303 -0.298
C -2.4370 -3.1481 -0.3039 -0.017
C 3.2754 1.9043 -2.9320 -0.049
C -0.0171 -2.8121 3.1418 0.004
O -4.5022 -0.7843 -1.4909 -0.087
P -2.9824 0.2034 2.0850 0.353
O -4.4339 2.0846 0.8025 -0.098
Mg -0.5447 0.1102 0.0984 0.588
N 1.0448 1.9252 2.7940 0.086
O -3.4968 1.2334 3.2281 -0.128
C 2.4706 -1.1831 2.7002 0.010
O 0.0003 2.0031 -0.3857 -0.372
C 2.4495 0.6363 -1.0966 -0.214
H 1.7200 5.2108 3.0138 0.104
H 0.6244 -2.7100 4.0034 0.110
N 1.4497 0.1414 -1.8328 0.149
N -0.6385 -2.0968 0.9414 0.126
C 2.2444 1.3896 -3.6960 -0.022
H -4.5076 2.3443 1.7328 0.099
H -6.2658 0.1096 0.2149 0.090
H -1.4979 4.3256 -2.7813 0.066
H 2.1356 1.6588 -4.7379 0.117
C 0.5045 4.1193 4.4217 -0.069
H -0.6639 -0.2109 -3.2436 0.058
H 4.4802 -0.4885 2.9594 0.119
C -1.0390 3.3678 -2.5375 -0.143
C 1.3721 -1.1605 1.8511 -0.189
C 1.2905 4.2559 3.2875 -0.071
C 1.5284 3.1299 2.5137 -0.161
H 2.1492 3.1907 1.6259 0.096
C 0.1694 -2.0304 2.0208 -0.196
H 4.5598 0.5962 0.7321 0.114
C -1.7963 -3.8951 1.9932 -0.015
H -2.4010 -4.1699 -0.6858 0.095
C 3.6476 0.1401 1.0869 0.011
H 0.4894 -1.0845 -4.2499 0.092
H -0.0544 0.5168 -4.7478 0.083
P -0.4324 3.3662 -0.8478 0.613
H -0.0959 0.8166 4.0896 0.106
H 4.1729 1.9227 -0.9784 0.111
C -0.0007 2.8670 4.7299 -0.054
H -2.0825 -2.4734 -1.0791 0.061
H -1.7692 2.5761 -2.6707 0.037
H -4.0480 -1.3564 -2.1244 0.104
H 1.7467 4.1047 -1.4619 0.049
C 0.2082 -0.0947 -3.8856 -0.015
H 3.9881 2.5942 -3.3647 0.116
C 2.5036 0.1258 0.3034 -0.191
H -0.6154 2.7109 5.6051 0.106
O -1.6517 0.7128 1.5920 -0.322
N 1.3860 -0.4549 0.7247 0.104
P -3.5826 0.3680 -0.9156 0.549
O -3.1669 -1.2000 2.5008 -0.249
H 0.6285 5.4775 -1.2884 0.068
C -1.6993 4.0585 0.2267 -0.128
H -2.2891 3.2330 0.6261 0.032
C -5.5504 -0.0698 1.0166 -0.058
C -4.2317 0.6606 0.7796 -0.542
C 3.6073 -0.4895 2.3209 -0.021
H -3.4770 -2.9225 -0.0621 0.084
H -1.2264 4.5782 1.0601 0.058
C -1.5858 -3.0285 0.9206 -0.312
C 0.2984 1.8064 3.8867 -0.141
H -1.2045 -4.3931 3.9867 0.119
H -5.9739 0.3040 1.9498 0.096
C 3.3854 1.5256 -1.6021 -0.014
C 1.3407 0.5053 -3.1071 -0.315
O -3.9377 1.6951 -1.6935 -0.087
H -4.4883 2.2937 -1.1579 0.096
C -1.0336 -3.7601 3.1269 -0.027
H -3.7497 0.7490 4.0250 0.094
C 0.9396 4.5237 -0.8608 -0.146
H -2.3513 4.7503 -0.3046 0.064
H -5.3837 -1.1389 1.1224 0.082
H -2.5745 -4.6423 1.9282 0.126
H 2.4583 -1.7530 3.6162 0.112
H -0.1952 3.1965 -3.2072 0.052

---

67
Properties=species:S:1:pos:R:3:nbo_charge:R:1 method="wB97M-V/def2-TZVPD" gap_ev=7.988 energy_ev=-35093.866 multiplicity=1 largest_force_ev_per_a=4.93 charge=+1
H 6.2408 -1.9268 -0.3607 0.217
C 1.9571 0.2386 1.1550 -0.114
C -0.3426 2.2852 2.9227 -0.636
H -1.0735 -2.8119 4.1747 0.225
C -1.5426 -4.8203 3.4473 -0.437
H 0.4016 2.0839 3.6999 0.226
H 3.7873 -1.6969 0.0411 0.191
H -7.1925 -2.3198 1.1047 0.226
H -2.4022 -2.4462 1.0327 0.208
H -3.5601 -5.4404 4.1190 0.236
N 0.5209 0.4963 1.3850 -0.440
N -2.6478 -2.6906 2.8830 -0.350
H 0.2107 -1.6004 1.2285 0.202
C 5.8940 -1.5789 0.6035 -0.211
C 0.2160 1.9387 1.5424 0.342
C 4.9532 -0.6869 3.0881 -0.198
H -2.0488 0.4273 1.9839 0.213
H -8.3589 1.0960 2.0754 0.225
H 1.4463 4.2834 2.5067 0.200
O 3.7403 1.9450 0.9902 -0.593
H -0.9274 -5.4480 2.7747 0.243
H -4.4791 -3.4954 3.5118 0.226
C -5.7447 0.5470 2.2015 -0.195
C -4.0539 -1.1647 1.8181 -0.009
H -0.5826 3.3504 2.9360 0.224
H -0.1821 2.5899 -0.4946 0.232
C -3.0558 -5.1283 3.1909 -0.431
H -0.5441 -3.0630 2.5131 0.230
H -1.2517 1.7290 3.1487 0.214
H -1.6204 1.9222 0.3424 0.222
C 4.0639 -0.9395 2.0354 -0.051
C -0.2864 -0.6166 1.5347 0.097
H 2.0356 -1.6502 2.2006 0.199
H -8.7022 -0.2442 0.9671 0.229
H 2.1123 -0.2152 0.1478 0.219
H -8.7543 -0.5146 2.7009 0.233
C 1.7739 3.9301 1.5182 -0.423
C -5.0796 -1.9815 1.3099 -0.211
C -8.2270 0.0258 1.9095 -0.635
H 4.5485 -0.3748 4.0569 0.209
H 7.8589 -1.3724 1.4583 0.222
C 2.5598 1.6264 1.1661 0.677
C -6.7569 -0.3419 1.8445 0.019
H -1.3110 -5.0281 4.5023 0.239
H -4.2099 -3.9199 1.8351 0.244
C -1.5964 -0.6036 1.8679 -0.401
C 2.5793 -0.6866 2.2300 -0.401
H 1.2246 4.5024 0.7575 0.203
C 6.7941 -1.2606 1.6248 -0.211
C -1.3031 -3.3293 3.2494 -0.203
N 1.5465 2.5143 1.3791 -0.449
H -4.8701 -2.8699 0.7096 0.204
H -0.9888 3.5296 0.7652 0.221
H -5.9893 1.5908 2.4160 0.227
H -2.9558 -2.2374 3.7615 0.429
C -4.4125 0.1093 2.3053 -0.223
C -0.7108 2.5161 0.4619 -0.640
C -6.4197 -1.6282 1.4156 -0.212
C 6.3250 -0.8046 2.8578 -0.194
C 4.5199 -1.4395 0.8143 -0.160
H -3.1635 -5.8974 2.4007 0.240
H 7.0143 -0.5319 3.6519 0.220
C -2.6392 -1.7402 1.8548 -0.093
C -3.7291 -3.8205 2.7979 -0.211
H 2.3949 -0.2260 3.2204 0.216
H -3.6787 0.8407 2.6598 0.221
H 2.8406 4.1374 1.4101 0.262

---

101
Properties=species:S:1:pos:R:3:lowdin_charge:R:1 method="wB97M-V/def2-TZVPD" gap_ev=9.670 energy_ev=-139130.060 multiplicity=1 largest_force_ev_per_a=0.99
H -8.1488 4.4410 2.2235 0.125
C 7.9933 1.2383 0.8054 -0.065
O -5.6062 -6.0519 -3.5787 0.037
F 1.4531 8.3428 -0.8716 0.169
H 2.5608 -6.8951 -1.1304 0.126
F -5.6066 -8.3685 -5.2933 0.168
H -1.6281 6.8959 2.1948 0.078
H -4.8337 -5.4380 -1.8149 0.129
F 0.1187 -9.2704 1.5526 0.165
C -7.0424 5.4876 -0.5669 -0.406
C -8.2537 4.4216 1.1415 -0.187
C -2.3649 6.9787 1.3969 -0.053
O -3.9589 1.3426 -0.6994 0.203
C 0.3746 -7.6377 -0.1328 -0.403
H -1.7281 5.1792 0.3716 0.129
H 6.8202 2.6527 -0.3375 0.127
H 1.1446 0.4345 -1.0611 -0.026
F 5.0857 -1.3305 -1.6550 0.176
C -6.2136 -7.2004 -5.5378 -0.553
H -9.3615 2.5938 1.0711 0.083
O -2.9656 -0.0532 -2.1746 0.031
H 6.8705 0.4816 7.7015 0.125
H -9.0717 5.0823 0.8581 0.125
F -0.9720 -7.4186 1.8268 0.170
H 7.0445 -1.8351 6.7516 0.084
H -3.3081 6.5624 1.7500 0.079
H -1.3304 -0.8891 -3.2816 0.139
H -5.6217 -3.3229 -3.8893 0.081
C -1.0045 0.9994 -2.2435 -0.477
H 6.3537 -1.2575 5.2275 0.079
H 0.7806 -5.2237 -1.6826 0.079
O -7.0093 4.9783 0.6506 0.033
O -7.9737 5.5584 -1.3116 0.173
H -2.8240 -2.7919 -1.5890 -0.054
H -1.4099 1.6196 -3.0454 0.141
C 9.8987 1.0312 4.6409 -0.548
O -1.7290 1.4442 -1.0702 0.006
C -5.6480 6.0560 -0.9262 -0.547
H -7.6121 2.3845 0.8895 0.085
O -4.6995 -5.3238 -5.5169 0.167
H 1.2064 0.5305 -3.2627 0.006
C 4.3721 -0.8995 -0.6179 -0.539
F 10.6691 0.1102 5.2190 0.173
F 3.3238 -0.1983 -1.1007 0.101
O -0.7058 6.8181 -0.3904 0.038
H -8.5740 3.0097 -0.4562 0.080
H -5.0650 -2.9968 -2.2424 0.068
F 10.1173 1.0029 3.3295 0.166
F -4.6729 5.2133 -0.5700 0.157
C -8.4605 3.0162 0.6269 -0.056
F -1.6107 -8.8360 0.3260 0.176
P -1.1674 -1.5684 -0.9720 0.754
H 6.2225 1.0589 6.1606 0.125
S 1.3581 3.1004 -2.0485 0.218
C -1.9115 6.2326 0.1640 -0.188
O 5.8882 0.8655 -0.3790 0.039
H 2.3640 -4.4327 -1.5992 0.080
H -6.6109 -3.8119 -2.5119 0.086
F -5.4483 7.2137 -0.2791 0.164
C 6.6795 1.8330 0.3625 -0.172
H -1.1504 -0.8027 0.2025 0.030
F 3.8883 -1.9534 0.0298 0.167
C -5.4068 -6.0507 -4.8839 -0.406
C -0.5522 -8.2991 0.9174 -0.553
F -6.2815 -7.0273 -6.8515 0.175
H -3.8634 -4.9844 -3.2152 0.122
H -2.6386 6.3078 -0.6391 0.106
C -5.5872 -3.7165 -2.8737 -0.054
H 8.5971 2.0033 1.2909 0.082
H 3.0308 -5.9359 0.2768 0.125
H 1.2155 -4.2866 -0.2522 0.073
O 1.2444 -6.8484 0.4748 0.034
C 6.8507 0.3029 6.6294 -0.185
C 6.3805 -1.0955 6.3043 -0.057
F 10.2588 2.2339 5.1050 0.169
O 5.1096 -0.0926 1.5212 0.176
C -4.8799 -5.0497 -2.8292 -0.191
C -2.9895 0.9572 -1.2446 -0.573
O 0.2926 -7.8715 -1.3015 0.170
F 1.7596 6.3823 -1.7436 0.132
O 7.5588 0.9094 4.0860 0.162
O 0.5706 5.7143 1.1131 0.162
C 1.6032 -4.9574 -1.0199 -0.067
O 8.2230 0.5058 6.2072 0.039
C 1.6248 7.0495 -0.5906 -0.556
H -2.5124 8.0349 1.1701 0.086
C -1.5800 -0.3925 -2.3479 -0.387
H 0.1923 -1.8692 -1.1882 -0.004
H 6.0945 2.1951 1.2069 0.128
C 0.4243 6.4497 0.1821 -0.416
F 2.7415 6.9160 0.1138 0.173
C 2.2037 -6.1884 -0.3823 -0.188
P 0.7966 1.2621 -2.1375 0.356
H 7.8337 0.4327 1.5187 0.065
F -5.5546 6.2808 -2.2285 0.181
F -7.4557 -7.2649 -5.0533 0.168
C 5.1905 0.0079 0.3338 -0.412
H 5.3760 -1.2438 6.6998 0.084
H 8.5450 0.8472 -0.0504 0.086
N -2.0969 -2.8161 -0.8852 -0.276
C 8.3958 0.7942 4.9322 -0.400

---

100
Properties=species:S:1:pos:R:3:lowdin_charge:R:1 method="wB97M-V/def2-TZVPD" gap_ev=10.186 energy_ev=-124567.211 multiplicity=1 largest_force_ev_per_a=9.93
F -0.3239 -3.2173 4.9559 0.092
H -2.1632 5.7641 -1.4606 0.176
H -1.0868 -0.3292 8.2862 0.070
H -1.5481 3.0707 4.2311 0.115
F 4.2960 -0.9015 3.7258 0.096
O 1.0821 -5.2991 2.5198 0.139
O -3.8320 0.2273 7.0594 -0.342
H -0.5732 -6.6631 -2.2869 0.148
C -4.0097 4.1722 -6.2843 -0.511
H 3.1868 -2.3248 2.9430 0.179
C -1.9747 4.9352 -0.7782 -0.249
C -1.4385 2.0315 4.5410 -0.203
O -0.2521 -2.9854 -3.0863 0.103
H 1.8538 -3.9899 3.8683 0.130
C 0.7693 -2.9361 -3.8239 -0.357
C -2.5156 5.2851 1.3718 -0.752
C 5.1216 5.0277 -2.4913 -0.059
O -4.8614 3.4734 -5.5023 0.076
C -1.7642 1.2902 3.2613 -0.081
H -1.0540 -4.9177 4.1030 0.191
C -0.2523 -4.1873 3.9937 -0.294
H -0.4356 1.9936 4.9661 0.106
O -0.2283 -8.4994 1.0337 0.134
C -1.9332 -6.0733 -0.5991 -0.246
F -1.8659 -1.7645 0.5111 0.113
O -2.9337 4.7722 0.2916 0.190
F -1.5978 3.7481 -1.3262 0.067
H 3.3905 -1.3815 -5.1959 0.130
H -0.3033 0.7556 7.0822 0.032
O -1.4637 -6.6734 0.6313 0.174
O 1.5797 -1.7874 -3.9987 0.033
C -0.8023 5.3112 0.0615 -0.012
C -0.4624 -0.1516 -0.3045 -0.038
H -4.5902 3.7513 -3.4634 0.138
H -0.7138 -2.2254 -0.9181 0.140
H -1.7086 -5.0180 -0.7534 0.159
C 5.1880 3.5441 -2.8399 -0.234
H 5.1832 3.3027 -3.9028 0.118
H -0.1853 4.4135 0.1014 0.150
H -1.8500 0.2093 3.3725 0.061
H 1.2547 -5.6222 4.5304 0.157
C -0.9384 -7.7894 0.3410 -0.578
O 2.6846 -1.7737 4.8293 0.166
H 1.0928 2.6976 -3.7929 0.070
S 2.9831 2.0442 -2.7766 0.616
C -1.2938 -1.3642 -0.5862 -0.373
O -4.3171 4.5683 -7.4195 0.125
H -1.2457 1.5981 2.3534 0.067
H 2.2298 4.0988 -3.3404 0.059
H 6.1170 3.1039 -2.4777 0.123
O 2.0317 1.5691 -1.7769 -0.297
H 2.6130 0.4200 2.6367 0.157
F -1.9452 2.1968 -4.7255 0.053
O -2.3710 1.8350 5.6971 -0.270
C -2.3860 0.5017 -1.2786 -0.464
S -2.4841 0.3200 6.3431 0.709
C 2.4664 -3.5730 -5.2604 -0.257
O -1.3997 0.9581 -0.4370 0.048
C -4.2611 3.1348 -4.2999 -0.060
O -3.2792 1.2306 -1.7314 0.110
O -2.7932 4.1346 -5.7602 0.140
H -1.3847 1.4498 8.2997 0.067
O 1.6995 0.1450 4.4439 0.137
H -0.3250 6.2079 -0.3336 0.146
H 2.6453 -3.9212 -6.2777 0.165
H -2.2044 -7.3681 -2.3139 0.148
O 3.6797 1.0561 -3.5936 -0.305
C -1.1944 0.5719 7.6824 -0.093
H 4.0803 5.3416 -2.5634 0.063
H -2.1884 3.8897 -3.8487 0.142
C 1.1031 -4.7801 3.8552 -0.032
O -3.2361 5.5487 2.3418 0.122
O -2.2895 -0.8487 -1.4453 0.150
O -2.0225 -0.7662 5.5065 -0.311
H 5.2224 5.2446 -1.4279 0.091
C -2.7193 3.3299 -4.6187 -0.264
C 2.0836 3.1480 -3.8528 -0.091
C -1.4071 -6.9973 -1.6697 -0.130
C 0.3906 -4.4009 1.9083 -0.564
H 1.2705 -0.6049 2.7579 0.137
O 1.4345 -4.0495 -4.3969 0.105
H -0.0944 -0.0830 0.7192 0.124
C 2.4923 -1.9965 -5.1409 -0.035
H -4.4902 2.1001 -4.0446 0.134
H -2.7308 1.5524 2.8312 0.089
H 0.3821 -0.1402 -0.9936 0.121
C 2.0519 -0.7057 5.3476 -0.547
H 2.6478 3.1509 -4.7854 0.076
H 2.1412 -1.6347 -6.1073 0.117
C 2.1936 -0.3533 3.2802 -0.099
F 3.6014 -3.9587 -4.5874 0.022
F -3.2606 -6.2246 -0.5030 0.085
O 4.0738 2.9851 -2.0728 -0.283
O 2.0474 -0.4546 6.5372 0.161
O -0.9663 -8.0484 -0.9951 0.081
O 0.3130 -4.2583 0.6453 0.081
O -0.1887 -3.5977 2.7590 0.148
O -1.3210 5.4699 1.4001 0.165
C 3.0874 -1.4743 3.6173 -0.390
H 5.6963 5.4332 -3.3241 0.089